Computed, not measured: a molecular structure, C17H20BrCl3O3V, with ωB97M-V/def2-TZVPD.

Geometry as ORCA input:
```
! RIJCOSX wB97M-V def2-TZVPD def2/J DEFGRID3
* xyz -2 2
Br 2.47002 1.94556 3.21008
V -0.21253 -0.10719 -1.09778
Cl -0.43308 -1.91220 0.23410
Cl -5.01814 -1.77428 -0.48346
Cl -1.71893 1.33008 -0.24637
O -0.34409 0.14512 2.74136
O 1.34473 0.45187 -0.46348
O 1.16606 -1.40622 3.48984
C -0.72119 -1.56902 -2.80907
C 0.08920 0.02393 6.02154
C 1.86643 1.13520 -3.31385
C 1.58893 1.49351 4.82155
C -1.14938 2.10965 -3.45116
C 1.83086 2.21563 5.99673
C 0.70607 0.41063 4.82756
C -0.69595 0.72928 -3.15340
C -1.55052 -0.40854 -2.93600
C -1.19197 -2.97141 -2.68820
C 0.65150 -1.14699 -2.89195
C 0.66421 0.28101 -3.12282
C 1.86852 -1.98909 -2.77248
C -3.02270 -0.37456 -2.92181
C 1.20161 1.83579 7.19286
C 0.33289 0.73712 7.20089
C 0.47713 -0.36388 3.52151
H -1.30878 2.24692 -4.53009
H 2.47416 0.76409 -4.14683
H -3.39533 0.63314 -2.72059
H -2.08777 2.34921 -2.94275
H -3.41649 -1.03096 -2.12120
H 2.60421 -1.47843 -2.13608
H -0.38424 2.82077 -3.12902
H 1.58264 2.16975 -3.53705
H -2.06287 -3.04408 -2.02857
H 1.49539 0.41614 0.50733
H 1.63011 -2.96267 -2.33624
H 2.34247 -2.17322 -3.74676
H -0.39599 -3.61783 -2.30681
H 2.47939 1.13433 -2.40249
H 1.39637 2.39627 8.10611
H -3.43873 -0.71404 -3.88176
H -0.16274 0.42816 8.12289
H 2.51309 3.05789 5.97778
H -0.57183 -0.84758 6.01300
H -1.49274 -3.36884 -3.66707
*
```

Values from the calculation:
molecular weight: 509.551 g mol⁻¹
energy above the lowest of the compared OMol25 structures with the same formula, charge and spin: 0.0 kJ/mol
highest occupied orbital energy (spin up / spin down): -1.77 / -1.77 eV
LUMO level (spin up / spin down): 4.278 / 4.279 eV
⟨S²⟩: 0.766

Computed, not measured: C17H20BrFN6O2 in the gas phase, with ωB97M-V/def2-TZVPD.

Geometry as ORCA input:
```
! RIJCOSX wB97M-V def2-TZVPD def2/J DEFGRID3
* xyz 0 1
Br -2.76449 1.99253 -2.05195
F 1.49608 0.88104 4.84097
O -0.61100 2.88360 -3.93621
O -2.07158 1.30989 0.84717
N 1.00606 3.49860 -2.46442
N -0.68841 2.65969 2.03086
N 1.31479 -0.78328 1.62774
N 1.59602 0.17422 0.74622
N 0.69411 3.24337 -0.14242
N 1.06021 -0.16533 -0.38727
C -0.26516 -4.22121 -2.76580
C -0.02784 -3.47730 -1.48674
C -0.50334 2.67903 -0.35912
C 1.14007 -3.91706 -2.32078
C 0.57008 -1.75344 1.05864
C -0.66338 -1.16940 -2.53445
C 1.67044 -0.59962 3.02135
C -1.18420 2.14222 0.88698
C -0.46589 0.69700 3.50185
C -1.75332 -1.53971 -1.57242
C -0.19375 2.99350 -2.67416
C -1.05520 2.09415 3.31645
C 0.41121 -1.35030 -0.24419
C 1.38505 3.61948 -1.19627
C -1.03280 2.57350 -1.62969
C -0.33891 -2.01570 -1.33858
C 1.04916 0.69624 3.52774
H 1.29234 -1.45237 3.58450
H -0.82253 0.25204 4.43385
H 2.35676 4.06485 -1.02035
H -0.70554 2.77251 4.09479
H -0.61136 -5.24252 -2.69020
H -0.65418 -3.68355 -3.61889
H 2.75374 -0.55739 3.12538
H -2.46792 -2.28905 -1.88802
H 0.14036 3.22574 1.93014
H -2.14197 2.04287 3.37434
H 1.66993 -3.13892 -2.85441
H 1.45515 1.51824 2.93571
H 0.10699 3.21640 -4.49410
H 1.75746 -4.73208 -1.96999
H -0.82693 0.07477 2.68078
H -2.13726 -0.76616 -0.92037
H -0.29745 -0.15280 -2.51626
H -0.20682 -4.05447 -0.58499
H -0.65936 -1.63224 -3.51100
H 0.22456 -2.61157 1.60760
*
```

Values from the calculation:
molecular weight: 439.289 g mol⁻¹
energy above the lowest of the compared OMol25 structures with the same formula, charge and spin: 11.3 kJ/mol
SMILES string: O=C(NCC[C@@H](F)Cn1cc(C2(C3CC3)CC2)nn1)c1ncnc(O)c1Br
highest occupied orbital energy: -9.06 eV
LUMO level: 0.169 eV

Computed, not measured: a molecular structure, C17H20CeO2SbSe4, with ωB97M-V/def2-TZVPD.

Geometry as ORCA input:
```
! RIJCOSX wB97M-V def2-TZVPD def2/J DEFGRID3
* xyz -2 2
Ce 8.69283 9.74578 9.91731
Sb 6.86191 6.13230 9.59907
Se 7.68725 4.43810 8.02402
Se 8.92974 7.08523 10.80616
Se 6.61863 8.33735 8.49669
Se 4.93149 5.76645 11.08694
O 9.74366 9.80860 7.60243
O 10.34904 11.36475 9.14012
C 8.35267 11.92591 11.44335
C 10.89549 11.83817 6.84533
C 11.30829 12.43022 4.58110
C 12.03605 13.88718 6.30264
C 8.45309 10.88315 12.44290
C 11.89600 13.60414 4.97807
C 9.51710 10.78474 13.46277
C 5.05293 10.10965 10.98315
C 11.53115 13.01352 7.23992
C 6.97182 8.89493 13.29397
C 6.50992 12.57933 9.66096
C 9.15170 13.16645 11.36849
C 10.81417 11.53695 5.49327
C 7.12865 11.67133 10.72993
C 7.31670 9.97975 12.31707
C 10.29827 10.92298 7.89052
C 6.46990 10.49839 11.29036
H 12.22064 14.28380 4.19139
H 4.36930 10.87810 11.35010
H 6.52404 9.35396 14.17504
H 7.29457 12.94423 8.95449
H 9.35104 13.38023 10.31256
H 9.46005 11.56350 14.22173
H 11.25848 12.26057 3.54977
H 10.30460 10.62875 5.23860
H 7.86286 8.30854 13.57901
H 6.31473 8.17782 12.85118
H 9.48735 9.79211 13.92878
H 6.02419 13.45034 10.12755
H 8.60597 14.00726 11.83406
H 10.51186 10.83497 13.03440
H 4.81222 9.11878 11.36928
H 10.11860 13.01085 11.78593
H 4.88349 10.03405 9.90572
H 12.62298 14.77511 6.58484
H 11.64715 13.15966 8.33824
H 5.80581 12.00259 9.03950
*
```

Values from the calculation:
molecular weight: 834.061 g mol⁻¹
energy above the lowest of the compared OMol25 structures with the same formula, charge and spin: 0.0 kJ/mol
highest occupied orbital energy (spin up / spin down): -1.29 / -1.31 eV
LUMO level (spin up / spin down): 3.961 / 3.961 eV
⟨S²⟩: 0.751

Computed, not measured: 2 unconnected molecules or ions with the total composition C17H20Cl2N2O5S, with ωB97M-V/def2-TZVPD.

Geometry as ORCA input:
```
! RIJCOSX wB97M-V def2-TZVPD def2/J DEFGRID3
* xyz 0 1
Cl -1.79396 2.22550 0.35747
Cl 5.66421 5.08805 -0.68024
S 2.88724 5.85579 -1.70810
O 4.18490 1.72960 2.92516
O -1.65480 -4.66864 -1.22710
O -3.03876 -0.73313 0.51121
O 2.84196 3.52399 2.66663
O 0.91675 -2.77897 0.86678
N -1.63176 -3.98138 0.92260
N -3.21531 -2.35777 -1.02215
C -4.36565 -1.81005 -1.73948
C -1.47410 -2.51908 0.74345
C -1.75268 -6.34524 0.44701
C 1.82492 3.84441 -0.39332
C 0.20135 -0.70506 0.02042
C 3.93931 4.81464 -0.75603
C 3.26370 3.79217 -0.12071
C 0.17221 5.12360 -1.63335
C 3.93950 2.70834 0.69764
C -2.63614 -1.79371 0.04400
C -0.83634 4.28454 -1.14715
C -0.52236 3.23462 -0.27631
C -1.67962 -4.91436 -0.02807
C -0.11309 -2.19773 0.09679
C 1.49393 4.89805 -1.24380
C 3.60275 2.70078 2.18925
C 0.80894 3.01189 0.09663
H -1.77001 -7.00724 -0.41770
H -5.01628 -1.26998 -1.04826
H 1.03553 2.20543 0.78436
H 1.72840 -2.71413 0.35900
H 1.21634 -0.55377 -0.34621
H 3.86597 1.87924 3.82895
H -2.65754 -6.48586 1.03417
H 3.66028 1.73700 0.28416
H -0.07808 -2.61353 -0.91041
H 0.09848 -0.25563 1.00875
H -4.93451 -2.61767 -2.20182
H -4.02545 -1.11965 -2.51239
H -1.87094 4.45132 -1.43000
H -0.06691 5.94783 -2.29817
H -0.48844 -0.21817 -0.66858
H 5.02393 2.79708 0.60948
H -2.81375 -3.22860 -1.35506
H -1.62366 -4.31217 1.87307
H -1.43361 -2.08740 1.74244
H -0.87686 -6.56492 1.05492
*
```

Values from the calculation:
molecular weight: 435.329 g mol⁻¹
SMILES string: CNC(=O)[C@@H](NC(C)=O)[C@@H](C)O.O=C(O)Cc1c(Cl)sc2ccc(Cl)cc12
highest occupied orbital energy: -8.47 eV
LUMO level: 0.442 eV

Computed, not measured: 3 unconnected molecules or ions with the total composition C17H20F16INO4, with ωB97M-V/def2-TZVPD.

Geometry as ORCA input:
```
! RIJCOSX wB97M-V def2-TZVPD def2/J DEFGRID3
* xyz 0 1
I 2.10521 -5.28609 -4.24941
F -1.01360 4.27825 1.86738
F -0.87403 6.60657 3.15851
F 3.45113 5.39366 -1.43010
F 2.07067 -1.21845 2.90075
F -2.75263 1.78549 -0.02021
F 4.41886 7.30638 0.26531
F 0.39063 0.29572 4.43756
F -1.04997 -1.26542 0.26717
F -0.58642 1.53675 -0.06922
F 1.96777 6.79867 -0.70207
F 0.98027 4.74433 2.62044
F 3.23825 6.44256 1.89506
F 0.52694 7.41919 1.69282
F -0.60175 -1.00565 3.01302
F -1.92539 -0.30092 -1.48081
F 1.42609 -0.11154 1.12555
O -0.50663 1.23312 2.67676
O 2.02971 4.66728 0.06455
O -3.07952 -3.68325 -1.98691
O -4.21546 -4.42152 -0.15275
N -1.33134 -2.92030 -3.28485
C 0.08345 5.07168 1.66912
C -0.43479 6.49631 1.88194
C 1.17356 -4.81870 -2.35657
C 0.02111 -5.77160 -2.05915
C 0.62587 4.69116 0.28080
C 3.80278 6.18396 0.70103
C 2.25194 -4.83133 -1.25952
C -1.73969 1.19016 1.97602
C -2.31633 -5.67464 -1.12319
C 1.52377 -0.05884 2.46872
C 2.75282 5.76685 -0.33499
C -1.62395 -3.73380 -2.14968
C 0.14778 0.10984 3.12263
C -1.72691 1.02148 0.44800
C -1.98187 -0.37158 -0.12745
C -3.34390 -4.56555 -0.99290
C -1.38918 -5.21427 -2.27934
H 0.11746 -6.61559 -2.72025
H -2.78764 -6.63470 -1.25138
H 4.54029 5.38759 0.82181
H 2.17108 0.77580 2.74575
H -0.46274 -3.18761 -3.72256
H 0.84951 -3.80212 -2.44928
H -2.14333 2.18692 2.13221
H -1.78577 -5.70724 -0.17875
H 0.11853 -6.18136 -1.07394
H 3.24051 -4.98685 -1.64799
H 2.26338 -3.86564 -0.77791
H -2.97181 -0.73716 0.15790
H 0.10594 5.22611 -0.51382
H -1.88274 -5.60978 -3.14790
H -1.23421 -3.38271 -1.19311
H -2.44765 0.50845 2.44748
H -1.27160 6.70194 1.20840
H 0.34592 3.64683 0.16756
H 2.02998 -5.55408 -0.49319
H -1.29037 -1.95474 -2.98508
*
```

Values from the calculation:
molecular weight: 733.222 g mol⁻¹
energy above the lowest of the compared OMol25 structures with the same formula, charge and spin: 0.0 kJ/mol
SMILES string: C[C@@H](I)C[C@H]1CC(=O)O[C@@H]1N.FC(F)C(F)(F)COC(F)(F)C(F)F.FC(F)C(F)(F)COC(F)(F)C(F)F
highest occupied orbital energy: -9.71 eV
LUMO level: 0.378 eV

| no. | E_tot (Ha) |
| --- | --- |
| 1 | -5784.30138 |
| 2 | -3812.67298 |
| 3 | -11131.63414 |
| 4 | -2464.15848 |
| 5 | -2911.05733 |